[1]
Here is the molecule C17H14F6O4S2 from the Open Molecules 2025 dataset. Energies are from ωB97M-V/def2-TZVPD.

Each line ends with the natural charge from an NBO analysis.
Positions of all 43 atoms, in Å:
S1 0.994135 0.415599 -1.251973  2.136
S2 1.554972 1.850164 1.140146  2.123
F1 4.585797 -5.870943 -2.074641  -0.303
F2 -2.588378 5.704929 5.055161  -0.304
F3 -5.088509 5.398934 3.800209  -0.291
F4 -5.131726 4.447138 1.170499  -0.297
F5 2.532782 -5.524597 2.179016  -0.305
F6 4.315516 -6.793771 0.530326  -0.303
O1 -0.299253 0.290432 -0.576594  -0.947
O2 0.753499 0.630550 -2.673952  -0.945
O3 1.796781 0.526420 1.717415  -0.918
O4 2.580381 2.775659 1.677529  -0.947
C1 3.552824 -5.759038 0.044315  0.300
C2 1.985788 -4.017231 0.446352  -0.277
C3 2.050375 -1.040339 -1.068715  -0.642
C4 -0.251341 4.036296 1.084658  -0.430
C5 -1.515757 5.004153 3.059670  -0.279
C6 1.811052 1.837545 -0.625555  -0.948
C7 -1.512086 4.530110 1.740052  -0.002
C8 3.691071 -5.279107 -1.259506  0.345
C9 2.694943 -5.096632 0.888644  0.337
C10 1.288966 -2.368267 -1.333869  -0.425
C11 -3.965160 4.671538 1.810178  0.355
C12 2.088675 -3.562234 -0.872604  0.009
C13 3.006890 -4.198237 -1.720053  -0.290
C14 -3.937339 5.204847 3.119009  0.265
C15 -2.769363 4.361766 1.159592  -0.274
C16 -0.048618 2.580264 1.499927  -0.645
C17 -2.691036 5.366872 3.735451  0.355
H1 1.455802 2.753770 -1.110996  0.300
H2 2.857700 1.745325 -0.798091  0.289
H3 0.337133 -2.350742 -0.773344  0.248
H4 1.312036 -3.582807 1.185439  0.243
H5 2.487844 -1.045838 -0.066492  0.271
H6 -0.895479 1.995279 1.153712  0.278
H7 0.566581 4.688609 1.309927  0.248
H8 1.055885 -2.452885 -2.424302  0.238
H9 -0.382593 4.059574 0.001090  0.216
H10 2.842520 -0.978663 -1.785539  0.246
H11 -0.067158 2.544895 2.608785  0.266
H12 -0.608411 5.072039 3.637721  0.236
H13 3.163876 -3.830309 -2.726632  0.238
H14 -2.857006 4.013544 0.142647  0.232

Cartesian forces, eV/Å:
-3.822 -0.798 -2.915
3.667 0.872 3.352
-0.207 -0.040 0.297
-0.399 -0.074 -1.308
0.766 0.087 -0.470
0.545 0.245 0.584
0.282 0.351 -1.268
-0.902 1.100 -0.865
1.702 -0.181 0.806
1.470 -0.100 0.503
-1.581 0.664 -1.421
-1.926 -0.202 -1.343
1.169 -0.992 0.392
-0.919 0.655 -0.030
-0.242 -0.442 0.827
-0.472 -0.212 -0.824
-0.306 0.300 0.167
-0.524 -0.148 0.509
-1.198 0.147 1.203
1.064 -0.971 0.223
0.011 -0.665 1.035
-0.790 0.411 -0.301
0.762 0.344 0.484
0.553 -0.097 0.379
-1.084 0.941 0.120
-0.397 -0.547 -0.052
-0.413 0.245 -0.329
-0.164 -0.038 1.042
0.414 -0.726 -0.100
-0.241 -0.396 0.063
0.978 0.004 0.117
0.331 0.043 -0.348
0.048 0.169 -0.367
-0.231 0.138 0.001
0.288 -0.417 -0.219
0.661 0.128 0.371
0.124 0.107 0.898
-0.062 0.136 -0.072
0.504 0.506 -0.498
0.263 -0.239 -0.475
0.257 0.083 0.019
0.045 -0.197 -0.014
-0.024 -0.194 -0.170

As for the SMILES: O=S(=O)(CCc1cc(F)c(F)c(F)c1)CS(=O)(=O)CCc1cc(F)c(F)c(F)c1. The value obtained for the LUMO energy is 0.007 Eh. Its HOMO energy is -9.90 eV. The value obtained for the energy is -2352.645458 hartree. The value obtained for the frontier orbital gap is 0.3711 Eh.

=====

[2]
Here is a structure of composition C17H14N2O2PtS from the Open Molecules 2025 dataset. Energies are from ωB97M-V/def2-TZVPD.

Each line ends with the natural charge from an NBO analysis.
Positions of all 37 atoms, in Å:
Pt1 -1.124440 -0.018541 0.033410  0.796
S1 -2.402903 -2.873299 -1.168688  -0.069
O1 1.307762 -1.209884 -0.390457  -0.706
O2 -1.531461 0.005795 2.050799  -0.671
N1 -0.632207 0.271355 -1.909742  -0.480
N2 -0.393275 1.918864 0.146846  -0.508
C1 -0.684536 1.384408 5.244093  -0.195
C2 -0.075726 -0.484714 -2.801083  0.194
C3 -1.001774 0.835820 2.875786  0.416
C4 0.061806 2.534820 4.924479  -0.317
C5 1.263623 -3.840286 -3.578104  -0.341
C6 -0.260413 2.021141 2.560576  -0.273
C7 0.597149 -1.716504 -2.601669  -0.305
C8 0.682986 -2.609149 -3.691943  -0.125
C9 -0.874408 1.674611 -2.206641  -0.228
C10 1.223337 -2.029384 -1.325951  0.464
C11 1.801904 -3.360238 -1.253736  -0.311
C12 0.252079 2.824253 3.599557  -0.134
C13 -0.085091 2.476059 -1.169755  -0.236
C14 -0.003966 2.489831 1.220251  0.194
C15 -1.192630 0.574212 4.269376  -0.243
C16 1.810192 -4.205733 -2.318222  -0.178
C17 -2.034056 -1.716636 -0.158239  -0.402
H1 0.232613 -2.311920 -4.635982  0.186
H2 0.819167 3.707428 3.320632  0.191
H3 1.299327 -4.522935 -4.416618  0.194
H4 -0.336839 3.539954 -1.213748  0.187
H5 2.246451 -3.641297 -0.306357  0.205
H6 -1.941006 1.892852 -2.109079  0.201
H7 -0.540572 1.934438 -3.216655  0.183
H8 -0.127596 -0.120796 -3.834895  0.150
H9 0.983085 2.355492 -1.372773  0.203
H10 0.557388 3.427066 1.144035  0.155
H11 2.249991 -5.192458 -2.205534  0.191
H12 -1.761286 -0.314173 4.511961  0.211
H13 -0.859521 1.133494 6.284718  0.198
H14 0.474841 3.166052 5.699353  0.200

Cartesian forces, eV/Å:
-0.462 0.342 -0.026
-0.003 0.010 0.022
0.310 -0.183 0.108
0.152 -0.126 0.029
-0.016 -0.041 0.075
0.308 -0.151 -0.122
0.036 0.055 0.067
0.037 -0.043 -0.074
-0.103 0.092 0.115
-0.031 -0.062 -0.026
0.052 -0.018 0.097
0.121 -0.001 -0.171
-0.186 -0.043 0.071
-0.016 0.008 0.006
-0.046 -0.027 -0.025
0.038 -0.019 -0.174
0.012 0.192 0.031
0.011 0.015 0.040
0.006 0.039 -0.002
-0.156 0.035 0.163
-0.029 -0.003 -0.117
-0.033 -0.071 -0.130
0.005 -0.081 -0.044
0.014 0.024 0.005
-0.005 -0.003 -0.008
-0.001 -0.013 0.008
-0.007 0.003 0.007
-0.043 -0.016 0.012
0.002 0.011 0.036
-0.009 -0.015 -0.011
0.075 0.055 0.021
0.005 -0.016 0.018
-0.060 0.039 -0.002
0.021 0.014 -0.006
0.004 0.001 0.006
0.011 -0.011 -0.003
-0.013 0.007 0.006

The charge is -1. The value obtained for the LUMO energy (alpha / beta) is 0.102 / 0.102 Eh. Its HOMO energy (alpha / beta) is -2.32 / -3.74 eV. The spin multiplicity is 2. The value obtained for the energy is -1433.709023 hartree. The value obtained for the frontier orbital gap (alpha / beta) is 0.1874 / 0.2396 Eh.

=====

[3]
Here is the molecule C17H14O5S from the Open Molecules 2025 dataset. Energies are from ωB97M-V/def2-TZVPD.

Each line ends with the natural charge from an NBO analysis.
Positions of all 37 atoms, in Å:
S1 -3.001909 2.658064 4.835890  0.474
O1 2.588840 -0.159136 -0.554575  -0.596
O2 -0.247628 0.145839 2.434993  -0.447
O3 -0.837586 -2.942698 -2.984290  -0.532
O4 1.192049 -0.635640 -2.231264  -0.490
O5 1.893811 -2.856230 0.326470  -0.518
C1 2.583867 2.581411 -1.396523  -0.600
C2 2.290163 1.428955 -2.349076  -0.501
C3 -4.138856 2.410780 3.567119  -0.398
C4 -0.521176 -2.221725 -2.064085  0.537
C5 -3.638682 1.642223 2.572694  -0.231
C6 0.566706 -0.639242 1.718399  0.262
C7 -1.422796 -1.451892 -1.256272  -0.381
C8 2.062857 0.138130 -1.598514  0.818
C9 -1.837112 1.715541 4.020483  -0.376
C10 -2.297608 1.228757 2.822634  -0.182
C11 -1.495419 0.396233 1.946245  0.435
C12 1.190279 -2.042794 -0.218459  0.600
C13 0.255554 -1.150966 0.513163  -0.262
C14 -1.911553 -0.102769 0.754755  -0.304
C15 0.986825 -1.979143 -1.728775  0.053
C16 -1.048420 -0.900647 -0.065907  0.061
C17 1.901770 -2.943253 -2.466144  -0.623
H1 -4.198693 1.376752 1.696045  0.227
H2 2.854336 3.473081 -1.955421  0.213
H3 3.404443 2.314421 -0.735824  0.225
H4 -2.905636 0.107406 0.398885  0.227
H5 1.419075 1.627738 -2.973591  0.231
H6 2.940440 -2.674396 -2.288450  0.223
H7 1.728727 -3.949159 -2.094387  0.239
H8 -5.112458 2.852524 3.638292  0.241
H9 -2.439516 -1.360628 -1.606282  0.224
H10 1.683199 -2.911042 -3.530030  0.235
H11 1.523786 -0.804621 2.189933  0.222
H12 1.711624 2.803825 -0.786186  0.207
H13 3.147064 1.263165 -3.007569  0.236
H14 -0.870368 1.561136 4.455627  0.250

Cartesian forces, eV/Å:
-0.052 -0.230 -0.449
0.266 0.108 -0.192
-0.285 0.200 0.201
0.030 0.042 0.036
-0.332 -0.322 -0.197
-0.098 0.052 -0.119
0.024 -0.158 -0.099
0.000 0.059 0.221
0.160 0.126 0.336
0.509 -0.042 -0.013
0.056 -0.016 0.008
0.244 -0.504 -0.852
-0.480 0.321 0.500
0.377 0.650 -0.018
-0.179 0.029 -0.082
0.155 0.294 0.646
-0.310 -0.369 -0.870
-0.138 -0.136 0.380
-0.104 0.288 0.812
0.240 0.263 0.631
0.417 -0.721 -0.548
0.089 -0.398 -0.463
-0.253 0.321 0.142
-0.143 -0.035 -0.165
0.007 0.089 -0.010
0.044 0.049 0.059
-0.132 0.088 0.069
0.080 -0.041 -0.040
0.062 -0.014 0.064
0.037 -0.064 -0.021
-0.223 0.066 -0.046
-0.124 0.051 -0.044
-0.037 -0.009 -0.009
-0.005 0.022 0.063
-0.050 0.057 0.078
-0.062 -0.057 -0.059
0.213 -0.062 0.051

As for the SMILES: CCC(=O)O[C@]1(C)C(=O)C=C2C=C(c3ccsc3)OC=C2C1=O. The value obtained for the LUMO energy is -0.019 Eh. Its HOMO energy is -8.23 eV. The value obtained for the energy is -1430.582781 hartree. As for the energy above the lowest of the compared OMol25 structures with the same formula, charge and spin: 0.00 kcal per mole. The value obtained for the frontier orbital gap is 0.2829 Eh.

=====

Number 1: maximum force 0.0981 Eh/bohr. Number 2: maximum force 0.0112 Eh/bohr. Number 3: maximum force 0.0198 Eh/bohr.